1.
Below is C7H6 in the gas phase at a distorted geometry, with properties calculated with wB97M-V/def2-TZVPD.

Last column: natural (NBO) charge in e.
Positions of all 13 atoms, in Å:
C  -1.57103  -2.57951  0.37057  -0.1584
C  1.46554  2.57903  1.32666  -0.2221
C  -1.15084  -1.55818  0.89704  -0.1290
C  1.03639  1.57226  0.83244  -0.0363
C  -0.57481  -0.50049  1.47808  -0.1610
C  0.42643  0.51314  0.28458  0.0214
C  0.33946  0.02586  -1.08814  -0.6828
H  -2.13109  -3.17368  -0.21794  0.2135
H  2.11518  3.39841  1.56740  0.2326
H  -0.99557  -0.04351  2.32379  0.2103
H  0.17017  0.85371  -1.73513  0.2314
H  -0.49134  -0.71559  -1.12193  0.2490
H  1.40555  -0.37465  -1.43585  0.2314

Atoms 1-2, force components in eV/Å:
C 1.1 1.7 1.2
C 1.5 2.1 0.6

Frontier orbital gap (spin up / spin down) ... 8.3 / 8.1 eV
<S²> ... 2.05
Multiplicity ... 3
Charge ... 0
E_HOMO (spin up / spin down) ... -7.2 / -9.4 eV
Calculated total energy ... -7348.10977 eV



2.
Below is 2 unconnected molecules or ions with the total composition C7H6BN4O4 at a distorted geometry, with properties calculated with wB97M-V/def2-TZVPD.

Last column: natural (NBO) charge in e.
Positions of all 22 atoms, in Å:
N  7.96545  1.87287  0.15807  -0.4002
C  7.30291  1.09366  0.72711  0.3081
C  6.52731  0.14593  1.45958  -0.3924
C  5.97489  0.33414  2.75726  -0.0481
C  5.29605  -0.66531  3.43553  -0.0707
N  4.85204  -0.53160  4.76445  0.4890
O  5.08264  0.55726  5.35705  -0.4863
O  4.24946  -1.47831  5.33622  -0.4763
C  4.91980  -1.95474  2.72661  -0.4611
C  5.65501  -2.15175  1.45524  0.0332
N  5.80963  -3.32469  0.74084  0.3833
O  5.40136  -4.46852  0.77554  -0.4285
O  6.68737  -2.88519  -0.38118  -0.2280
N  7.02813  -1.54792  -0.30088  -0.1421
C  6.40635  -1.13767  0.86541  0.2096
H  6.05984  1.31703  3.22279  0.2456
H  5.02004  -2.82513  3.38070  0.2535
H  3.82681  -2.01624  2.57678  0.2225
B  1.34804  -3.33534  2.86913  0.2325
H  1.17413  -2.13255  3.20059  -0.0804
H  1.66322  -3.47493  1.65685  -0.0842
H  2.10857  -3.91393  3.62506  -0.0791

Atoms 1-2, force components in eV/Å:
N -1.1 -1.2 0.8
C 0.8 1.5 -0.1

Frontier orbital gap ... 5.7 eV
Charge ... -1
E_HOMO ... -4.2 eV
Calculated total energy ... -22175.23372 eV



3.
Below is C7H6BNO2 in the gas phase at a distorted geometry, with properties calculated with wB97M-V/def2-TZVPD.

Last column: natural (NBO) charge in e.
Positions of all 17 atoms, in Å:
N  -3.30797  -2.80699  -1.31014  -0.3005
C  -2.50561  -2.06323  -0.85524  0.2779
C  -1.47479  -1.13418  -0.56412  -0.1956
C  -0.41450  -1.71904  0.08283  -0.1551
C  0.68612  -0.94047  0.42035  -0.1913
C  0.59725  0.43650  0.19300  -0.3475
B  1.82292  1.41913  0.61495  1.1354
O  2.29932  2.50551  -0.12401  -0.8829
O  2.30439  1.27685  1.94118  -0.9205
C  -0.51246  1.00775  -0.40596  -0.1981
C  -1.55428  0.20966  -0.85542  -0.1459
H  -0.34812  -2.82192  0.26188  0.2353
H  1.53696  -1.41672  0.93418  0.2260
H  1.88179  2.65601  -0.98874  0.4999
H  1.88367  0.74697  2.67852  0.5169
H  -0.48436  2.06450  -0.63410  0.2142
H  -2.41032  0.57967  -1.38917  0.2317

Atoms 1-2, force components in eV/Å:
N 2.5 2.3 1.9
C -3.6 -2.5 -2.9

Frontier orbital gap ... 10.0 eV
Structure (SMILES) ... N#Cc1ccc(B(O)O)cc1
Charge ... 0
E_HOMO ... -9.9 eV
Calculated total energy ... -13619.82575 eV



4.
Below is C7H6BrCl in the gas phase at a distorted geometry, with properties calculated with wB97M-V/def2-TZVPD.

Last column: natural (NBO) charge in e.
Positions of all 15 atoms, in Å:
C  0.82134  0.44861  -0.42414  -0.3611
C  0.56170  1.12491  0.88279  -0.1030
C  1.17869  -1.00819  -0.16654  -0.1689
C  -0.50063  0.74500  -1.26677  -0.1291
C  -0.70632  1.18642  1.19181  -0.2632
C  0.19760  -1.88315  0.14053  -0.2511
C  -1.26014  0.57050  -0.07089  -0.0758
Cl  0.57186  -3.31874  -0.49228  0.0552
Br  -3.22276  0.82830  -0.21259  -0.0248
H  1.71438  0.91293  -0.72113  0.2261
H  1.48009  1.53943  1.33674  0.2174
H  2.09058  -1.39199  -0.39627  0.2079
H  -0.78990  0.31524  -2.10631  0.1852
H  -1.32050  1.63429  1.90574  0.2434
H  -0.81598  -1.70356  0.39931  0.2417

Atoms 1-2, force components in eV/Å:
C 0.8 0.1 -0.2
C 3.6 1.0 0.6

Frontier orbital gap (spin up / spin down) ... 7.3 / 6.8 eV
<S²> ... 2.02
Multiplicity ... 3
Charge ... 0
E_HOMO (spin up / spin down) ... -6.8 / -9.0 eV
Calculated total energy ... -89913.78295 eV



5.
Below is C7H6F6S in the gas phase at a distorted geometry, with properties calculated with wB97M-V/def2-TZVPD.

Last column: natural (NBO) charge in e.
Positions of all 20 atoms, in Å:
C  -0.98769  0.19164  1.51764  -0.0695
C  -1.78637  0.15677  0.50781  -0.1095
C  -1.16156  -0.80391  -0.75441  -0.5601
C  1.34377  -0.07117  -0.30586  -0.3647
C  -2.98405  1.02641  0.04399  -0.6303
C  1.96303  -1.37667  -0.08595  0.9169
C  2.12527  1.10995  0.05608  0.9244
F  2.05873  -2.22151  -1.15076  -0.3160
F  3.15275  -1.25555  0.48777  -0.3070
F  1.36967  -2.10254  0.89254  -0.3411
F  2.61094  0.96589  1.30041  -0.3150
F  3.20894  1.40049  -0.69214  -0.3247
F  1.39365  2.21141  -0.01042  -0.3068
S  0.12643  0.16391  -1.53964  0.4252
H  -0.14358  -0.33609  1.92662  0.2152
H  -0.61473  -1.75085  -0.46690  0.2495
H  -1.92928  -0.98183  -1.49365  0.2318
H  -2.64121  1.59243  -0.78942  0.2253
H  -3.29222  1.54368  0.91464  0.2348
H  -3.81251  0.53755  -0.35836  0.2214

Atoms 1-2, force components in eV/Å:
C -0.7 -0.2 0.3
C 0.3 -1.1 -2.6

Frontier orbital gap (spin up / spin down) ... 8.8 / 6.8 eV
Charge ... 0
E_HOMO (spin up / spin down) ... -9.4 / -9.0 eV
Calculated total energy ... -34491.85300 eV



6.
Below is C7H6N2 in the gas phase at a distorted geometry, with properties calculated with wB97M-V/def2-TZVPD.

Last column: natural (NBO) charge in e.
Positions of all 15 atoms, in Å:
C  1.84167  0.12338  1.01120  -0.2319
C  1.28871  -1.19439  1.05488  -0.2115
C  0.14366  -1.50002  0.44320  -0.2672
C  -0.55644  -0.43825  -0.18893  0.0863
N  -1.74598  -0.27716  -1.01584  -0.5212
C  -1.88742  1.00460  -1.41649  0.2083
N  -0.82748  1.76459  -1.02727  -0.4539
C  -0.08409  0.93723  -0.36558  0.0908
C  1.08675  1.13300  0.43195  -0.1775
H  2.64216  0.49867  1.47384  0.2082
H  1.91002  -1.82553  1.78831  0.2205
H  -0.25999  -2.51977  0.58238  0.2273
H  -2.42389  -1.03953  -1.24231  0.4175
H  -2.81711  1.22389  -1.84754  0.1984
H  1.68944  2.10929  0.31819  0.2058

Atoms 1-2, force components in eV/Å:
C -5.4 -0.5 -2.2
C 4.1 0.9 2.8

Frontier orbital gap ... 9.2 eV
Structure (SMILES) ... c1ccc2[nH]cnc2c1
Charge ... 0
E_HOMO ... -8.4 eV
Calculated total energy ... -10335.22620 eV